Entry 1:
Formula: C24H29BClF4GeN2O3Rb
Source: the OMol25 dataset
Level of theory: wB97M-V/def2-TZVPD

XYZ file:
```
66
Properties=species:S:1:pos:R:3:lowdin_charge:R:1
Rb 0.2008 -0.0717 -1.1516 1.2001
N 3.2009 -0.6658 -0.5726 -0.0317
C 3.3489 -0.9919 0.8528 -0.2756
C 3.0848 -2.4658 1.1433 -0.2036
C 1.6274 -2.9111 1.1093 -0.2837
N 1.0595 -2.8576 -0.2451 -0.0535
H 3.9526 -1.0883 -1.1060 0.0720
H 3.2779 0.3367 -0.7089 0.0533
H 2.6293 -0.3809 1.4034 0.1042
H 4.3380 -0.7283 1.2408 0.1065
H 3.4746 -2.6916 2.1394 0.1091
H 3.6684 -3.0847 0.4477 0.1116
H 1.0418 -2.2424 1.7471 0.1123
H 1.5553 -3.9080 1.5541 0.1033
H 0.1114 -3.2210 -0.2503 0.0587
H 1.5999 -3.4474 -0.8679 0.0724
Ge -3.1405 2.1398 0.5041 1.0150
C -3.3195 3.4541 -0.8496 -0.2950
C -4.1933 3.2216 -1.9130 -0.1030
C -4.3392 4.1717 -2.9165 -0.0800
C -3.6123 5.3536 -2.8618 -0.0815
C -2.7336 5.5843 -1.8125 -0.0717
C -2.5812 4.6354 -0.8108 -0.0927
C -4.7062 1.8907 1.5741 -0.3203
C -4.5457 1.7070 2.9476 -0.1251
C -5.6474 1.4821 3.7663 -0.0784
C -6.9191 1.4389 3.2135 -0.0799
C -7.0949 1.6282 1.8466 -0.0769
C -5.9950 1.8574 1.0324 -0.0980
H -1.9439 2.1860 1.4475 0.0471
H -4.7458 2.2914 -1.9817 0.0966
H -5.0134 3.9868 -3.7431 0.1029
H -3.7195 6.0910 -3.6476 0.1034
H -2.1512 6.4963 -1.7812 0.1068
H -1.8592 4.8087 -0.0202 0.1093
H -3.5548 1.7345 3.3880 0.0950
H -5.5109 1.3404 4.8313 0.1046
H -7.7782 1.2625 3.8483 0.1042
H -8.0890 1.6012 1.4182 0.1050
H -6.1493 2.0143 -0.0291 0.0964
F 1.7070 1.9996 -1.3714 -0.0125
B 0.8907 2.4528 -0.3009 -1.3407
F -0.4678 2.3222 -0.7438 -0.0700
F 1.1722 3.7507 0.0590 0.1564
F 1.0542 1.5510 0.7902 0.0084
C -3.8664 -5.2912 1.2039 -0.0243
C -4.6987 -4.5320 0.2079 -0.1890
C -5.5472 -5.1751 -0.6771 -0.0625
C -6.2979 -4.4540 -1.5958 -0.6646
Cl -7.3561 -5.3017 -2.6955 0.6462
C -6.2133 -3.0818 -1.6506 -0.0982
C -5.3660 -2.4149 -0.7703 0.0051
C -4.6218 -3.1382 0.1512 -0.2134
O -3.7605 -2.5682 1.0585 -0.0200
C -3.6379 -1.1686 1.0332 -0.0991
C -2.8513 -0.6897 -0.1803 -0.5713
O -2.9735 0.5916 -0.4991 -0.1394
O -2.1468 -1.4366 -0.8160 -0.0039
H -4.0072 -6.3640 1.0808 0.0788
H -4.1320 -5.0220 2.2277 0.0882
H -2.8052 -5.0646 1.0877 0.0836
H -5.6261 -6.2551 -0.6554 0.1126
H -6.7953 -2.5283 -2.3748 0.1077
H -5.3034 -1.3383 -0.8319 0.1127
H -3.0776 -0.8924 1.9291 0.1509
H -4.6033 -0.6646 1.0825 0.1189
```

For the electronic energy, the calculation gives -115730.1194 eV. Its spin multiplicity is 1. Its energy above the lowest of the compared OMol25 structures with the same formula, charge and spin is 13.7 kcal/mol.


Entry 2:
Formula: C24H29Br3CaCl3N3O8
Source: the OMol25 dataset
Level of theory: wB97M-V/def2-TZVPD

XYZ file:
```
71
Properties=species:S:1:pos:R:3:lowdin_charge:R:1
C 1.0761 -2.9351 -1.3259 -0.0869
C 0.2273 -1.7926 -0.7518 -0.2350
C 0.6664 -1.3665 0.6776 -0.5687
Cl -0.6881 -1.4701 1.8665 0.6549
C 1.3856 -0.0304 0.7140 -0.0946
C 0.7332 1.2127 0.5338 -0.0759
C -0.7581 1.3462 0.3424 -0.1505
C -1.3449 1.0097 -1.0418 -0.1483
C -2.6815 1.7626 -1.2097 -0.1335
C -3.6838 1.4001 -0.1430 -0.3427
O -3.8806 -0.0581 -0.0720 -0.1276
C -5.0558 -0.4861 -0.6631 -0.5942
C -5.5681 -1.8125 -0.1621 0.0262
O -5.6389 0.1153 -1.5113 0.1724
C 1.4934 2.4011 0.5418 -0.0852
C 0.9015 3.7785 0.3192 -0.0879
C 0.7634 4.0229 -1.1852 -0.2183
N 1.7159 3.9769 -2.0106 0.1221
C 2.8597 2.3154 0.7496 -0.0249
C 3.5047 1.1189 0.9658 0.0038
C 2.7667 -0.0447 0.9400 -0.1461
O 3.4771 -1.2171 1.1759 -0.0082
N 3.6338 -1.9739 -0.0207 0.0074
O 4.1358 -2.9917 0.2077 0.1082
C 4.9731 1.3531 1.2029 -0.3548
O 5.7972 0.6107 1.6205 0.1756
N 5.1688 2.7160 0.8470 0.1655
C 3.9173 3.3909 0.7988 -0.3607
O 3.8073 4.5757 0.8259 0.1601
H 1.4620 -3.5801 -0.5398 0.0696
H 1.8857 -2.5383 -1.9284 0.0710
H 0.4648 -3.5696 -1.9632 0.0599
H -0.8166 -2.0871 -0.7163 0.0581
H 0.3520 -0.9320 -1.4000 0.1009
H 1.3697 -2.1202 1.0019 0.0740
H -1.0044 2.3886 0.5126 0.0933
H -1.3196 0.7849 1.0822 0.0545
H -0.7029 1.3746 -1.8406 0.1280
H -1.5764 -0.0419 -1.1586 0.0884
H -2.5516 2.8389 -1.2850 0.1313
H -3.1112 1.3944 -2.1440 0.1314
H -4.6233 1.9839 -0.2447 0.0221
H -3.2223 1.6989 0.8285 0.0805
H -6.0660 -1.7350 0.8075 0.0769
H -4.7030 -2.4779 -0.1170 0.0613
H -6.2116 -2.2157 -0.9340 0.1104
H -0.0686 3.9046 0.7838 0.1052
H 1.6049 4.5256 0.6745 0.1136
H -0.2228 4.2433 -1.5953 0.0980
H 2.5948 3.7532 -1.5416 0.0436
H 5.6770 2.8252 -0.0242 0.1440
Ca -5.3222 0.9328 1.6290 1.4423
O -2.9835 -2.9835 -1.1185 0.0852
C -2.9163 -4.1853 -1.1853 -0.4642
O -1.7850 -4.8192 -1.5112 0.0371
C -2.0166 -6.2397 -1.6220 -0.1273
C -3.2678 -6.4981 -0.7949 -0.1413
C -4.0363 -5.1891 -0.9736 -0.0705
H -2.1538 -6.4841 -2.6762 0.1324
H -1.1470 -6.7732 -1.2495 0.1316
H -3.8151 -7.3833 -1.1094 0.1210
H -2.9997 -6.6249 0.2543 0.1226
H -4.6684 -5.2005 -1.8633 0.1373
H -4.6266 -4.9339 -0.0971 0.1194
C 7.6905 4.9168 2.6588 -1.6351
Br 9.2720 4.5622 3.7017 0.5458
Br 6.8101 6.5169 3.2022 0.4761
Br 8.0733 4.8608 0.7517 0.4981
H 6.9971 4.1086 2.8488 -0.0433
Cl -5.1136 3.9985 1.3125 -0.3863
Cl 5.0938 6.0718 5.3514 -0.6495
```

For the electronic energy, the calculation gives -312336.1806 eV. Its spin multiplicity is 1.


Number 1: largest force on an atom 1.88 eV/A, HOMO -0.315 hartree, gap between HOMO and LUMO 8.78 eV. Number 2: largest force on an atom 2.11 eV/A, HOMO -0.181 hartree, gap between HOMO and LUMO 1.12 eV.